A structure of composition C28H49N2OP3SZr at a distorted geometry. Source: OMol25; level of theory: ωB97M-V/def2-TZVPD.

Properties
HOMO-LUMO gap	3.68	eV
charge	+4
energy	-2748.7873	Ha
E_HOMO	-0.6760	Ha

Positions of all 85 atoms, in Å:
Zr: 0.3561 -0.1344 -0.8182
P: -0.3362 -1.7400 1.4595
P: 2.2553 1.4072 -0.4987
P: 1.9602 -2.1073 -1.4120
H: -4.7968 1.6411 -1.3618
C: -4.0802 1.3301 -2.1442
C: -3.7588 0.0772 -2.3434
H: -3.9466 -0.7531 -1.6261
C: -1.8390 -1.4401 2.3477
C: 0.9238 -1.6251 2.7325
C: -0.5647 -3.5099 0.9914
C: 2.7108 2.2727 -2.0451
C: 1.9978 2.8480 0.5756
C: 3.8011 0.7512 0.1914
C: 1.2156 -3.5714 -2.1525
C: 2.9211 -2.7833 -0.0300
C: 3.2344 -1.6610 -2.5967
H: -3.5480 2.1403 -2.6672
H: -3.1226 -0.1445 -3.2119
H: -2.6955 -1.4883 1.6714
H: -1.8212 -0.4797 2.8721
H: -1.8880 -2.2539 3.0817
H: 0.8432 -0.6634 3.2508
H: 1.9459 -1.7378 2.3613
H: 0.6945 -2.4249 3.4416
H: -1.3062 -3.5146 0.1717
H: -0.9414 -4.0203 1.8825
H: 0.3783 -3.9229 0.6025
H: 3.4346 3.0858 -1.8821
H: 1.8116 2.7071 -2.4976
H: 3.1179 1.5893 -2.7966
H: 2.7391 3.6535 0.4332
H: 2.0101 2.5791 1.6377
H: 1.0108 3.2830 0.3854
H: 4.5114 1.5310 0.4953
H: 4.3323 0.0846 -0.4883
H: 3.5891 0.1621 1.0875
H: 2.0193 -4.2449 -2.4533
H: 0.6293 -3.2875 -3.0294
H: 0.5571 -4.0923 -1.4563
H: 3.6759 -3.4391 -0.4785
H: 2.3133 -3.3666 0.6705
H: 3.4283 -1.9868 0.5274
H: 3.4252 -2.5666 -3.1869
H: 4.1419 -1.3632 -2.0602
H: 2.9111 -0.8543 -3.2642
C: 0.0464 -0.5526 -4.8255
C: 1.0170 -0.3725 -5.8339
C: 0.7733 -0.8438 -7.1286
C: -0.3592 -1.6356 -7.4032
C: -1.1840 -2.0099 -6.3234
C: -0.9525 -1.5391 -5.0462
S: 0.0442 0.4715 -3.4117
H: 0.1785 -1.8922 -0.1426
H: 1.9499 0.1475 -5.6027
H: 1.4560 -0.5995 -7.9476
H: -0.5940 -1.9458 -8.4381
H: -2.0218 -2.6925 -6.5070
H: -1.5375 -1.8985 -4.1881
C: -3.4730 3.6099 3.5306
N: -2.2037 3.1100 2.9979
N: -2.1595 2.5355 1.7575
C: -1.0192 1.7679 1.6473
O: -0.7265 1.1350 0.5368
C: -0.3616 1.9166 2.9102
C: -1.1139 2.7646 3.6997
C: -0.9571 3.3377 5.0626
C: -3.4369 2.3949 1.1110
C: -4.0278 3.5586 0.6078
C: -5.3700 3.5235 0.2560
C: -6.0368 2.2871 0.2670
C: -5.4418 1.1317 0.8060
C: -4.1161 1.1912 1.2212
H: -4.2295 2.7959 3.6301
H: -3.8661 4.4046 2.8708
H: -3.2622 4.0287 4.5273
H: 0.5294 1.4022 3.2073
H: -1.1390 4.4243 5.0408
H: -1.6629 2.8810 5.7719
H: 0.0638 3.1679 5.4177
H: -3.4432 4.4755 0.6048
H: -5.8252 4.4254 -0.1652
H: -7.0026 2.2049 -0.2412
H: -5.9292 0.1608 0.7148
H: -3.5890 0.3259 1.6153

Forces on atoms 1 to 3 (eV/Å):
-4.362 1.688 -0.637
0.313 -2.384 -0.256
3.367 2.811 0.192

Atomic partial charges in e from the Löwdin method, atoms 1 to 5:
1. Zr 1.03
2. P 0.84
3. P 0.72
4. P 0.68
5. H 0.02